Molecular formula: C19H32N2O3S
Method: DFT, wB97M-V/def2-TZVPD

XYZ file:
```
57
Properties=species:S:1:pos:R:3:forces:R:3
C 1.514 0.624 -0.394 -0.08 0.14 -0.44
C -3.122 -2.833 1.000 -0.02 0.05 0.06
H -0.926 3.655 -2.750 -0.06 0.07 -0.14
N 0.522 1.404 -2.697 -0.28 -0.06 -0.12
H -0.603 4.099 -1.073 0.00 0.14 0.06
C -2.338 -1.096 2.624 0.14 -0.10 -0.04
H 3.005 1.639 -3.964 0.06 0.10 0.02
H 3.224 -0.097 -4.180 0.12 -0.10 -0.07
H -3.325 -1.480 5.047 -0.01 0.01 -0.02
C -0.641 3.269 -1.773 0.28 -0.15 0.03
H -4.088 -2.531 1.394 -0.03 -0.06 -0.03
C -1.352 -0.282 3.193 -0.02 -0.04 -0.07
C 2.483 0.693 -4.082 -0.15 -0.01 0.29
H 1.901 0.734 -5.001 -0.05 -0.01 -0.13
H 1.723 4.490 -1.814 0.05 0.13 0.08
H 0.199 -1.174 -2.310 -0.12 -0.07 0.11
C 1.749 3.575 -2.401 -0.18 -0.21 0.09
C -0.710 -2.139 1.159 0.00 -0.05 -0.05
H -2.965 -3.891 1.211 -0.04 -0.10 -0.04
H 0.335 2.281 0.280 -0.01 0.05 0.09
H -3.817 -2.824 3.989 0.00 0.04 -0.01
H -1.474 0.312 5.244 -0.03 0.04 0.10
C -2.032 -2.005 1.610 -0.11 0.13 0.17
H -2.740 0.985 4.207 -0.01 0.06 0.06
H 3.240 0.972 -1.619 0.09 0.08 0.02
H 2.758 3.175 -2.363 0.14 -0.03 -0.01
H -4.995 -1.558 4.429 0.04 -0.05 0.05
C -1.687 0.720 4.255 -0.03 -0.06 0.01
H -1.400 2.562 -1.447 -0.09 -0.07 0.06
H 3.076 0.643 0.972 0.27 -0.07 0.18
H 0.660 -3.122 -0.150 -0.16 -0.14 -0.11
N 2.128 0.309 0.881 -0.12 -0.70 0.45
C 1.564 0.401 -2.884 0.25 -0.29 -0.27
H 2.773 -0.730 -1.489 0.07 0.06 -0.10
O 2.389 -2.185 0.292 -0.34 0.12 0.04
C 0.722 2.566 -1.849 -0.02 0.50 0.08
C -3.951 -1.756 4.193 -0.09 -0.14 0.19
C 0.259 -1.339 1.745 0.48 0.07 -0.15
H -0.677 -4.133 0.410 -0.04 -0.10 -0.02
H 0.214 -0.838 -4.040 -0.10 0.01 -0.10
O -3.651 -0.976 3.053 0.47 0.21 -0.38
H 0.746 0.169 3.144 -0.02 0.19 0.15
C 2.390 0.285 -1.596 -0.34 -0.03 0.01
H 1.550 -1.731 -3.300 0.10 -0.16 -0.07
H 0.603 0.021 -0.434 -0.07 0.11 -0.15
H 1.513 3.825 -3.434 -0.01 0.04 -0.11
H 0.145 1.687 -3.594 -0.06 -0.01 0.02
C 0.836 -0.926 -3.152 0.25 0.22 0.12
S 2.010 -1.292 1.358 0.41 0.40 -0.04
C -0.397 -3.132 0.086 0.04 -0.07 -0.09
H -3.135 -2.708 -0.081 -0.03 -0.06 -0.09
H 2.005 2.685 -0.098 0.06 0.06 0.06
H -1.084 1.616 4.128 0.02 0.08 0.04
O 2.756 -1.394 2.579 -0.05 0.15 0.15
C 1.142 2.107 -0.431 -0.13 -0.36 -0.08
C -0.055 -0.426 2.735 -0.36 0.07 0.26
H -0.967 -2.908 -0.816 -0.05 -0.03 -0.08
```
Forces are in eV/Å.

Results
SMILES = COc1c(C)cc(S(=O)(=O)NC2CC(C)(C)NC(C)(C)C2)c(C)c1C
Relative energy (zero: lowest compared OMol25 entry of this formula, charge and spin) = 0.530 eV
Net charge = 0

=====

Molecular formula: C19H32N2O5
Method: DFT, wB97M-V/def2-TZVPD

XYZ file:
```
58
Properties=species:S:1:pos:R:3:forces:R:3
H -2.289 -1.282 -5.094 0.05 0.10 0.36
H -0.615 3.577 2.478 0.08 -0.26 -0.11
C 1.031 2.398 1.537 -0.49 -0.07 0.27
C -0.549 0.080 -4.969 -0.72 0.22 -0.59
H 0.950 0.948 -0.128 -0.04 0.03 0.08
H -0.744 -2.153 -4.931 -0.11 -0.07 -0.12
H -1.578 2.618 0.547 -0.04 -0.10 0.00
C 0.481 -1.998 2.603 0.50 0.37 -0.24
C 1.147 2.011 0.035 0.08 -0.16 -0.35
H 0.872 -3.921 -0.954 -0.14 0.12 -0.08
C -2.502 -1.620 -1.244 -0.02 0.74 0.18
H 1.879 -5.169 -0.225 -0.08 0.06 0.26
H -1.128 -0.170 -0.370 0.13 0.07 -0.05
H -3.504 -1.988 -1.022 -0.06 0.04 -0.24
C -1.282 -1.240 -4.674 1.01 -0.68 -0.20
O -1.608 4.538 -0.031 0.03 -0.10 -0.17
H 1.981 2.736 1.954 0.10 -0.06 -0.15
H 2.566 -3.580 -0.554 0.09 0.16 -0.02
H 2.582 -2.470 4.482 -0.24 0.26 -0.10
C 0.576 1.169 2.360 -1.64 0.91 0.03
H 0.536 -0.059 -5.001 -0.25 0.32 0.38
H -0.541 -1.624 2.542 0.06 0.26 0.07
C 0.112 2.848 -0.750 -0.22 0.11 0.41
H 0.953 0.113 5.299 0.26 -0.24 -0.26
H -2.083 1.106 -3.681 -0.04 -0.23 -0.15
H 0.404 -2.924 3.174 0.28 -0.05 -0.03
H 3.254 -0.791 4.537 -0.33 0.02 -0.05
O -0.600 1.010 2.675 0.58 0.03 -0.18
C -2.160 -0.495 -0.262 0.01 -0.41 -0.03
C -1.252 -0.859 -3.189 -2.38 -0.80 -0.15
H -1.831 -2.472 -1.123 0.25 -0.06 -0.04
H 1.865 -1.725 0.929 0.22 0.13 -0.02
C 2.365 -1.405 4.393 0.17 -0.01 -0.15
H -1.637 2.234 -1.765 0.05 0.00 0.03
C 1.341 -0.973 3.373 -1.46 0.04 0.27
O -2.510 -1.165 -2.594 -0.01 -0.30 0.51
C 0.006 3.563 1.579 0.14 -0.09 0.15
O 1.274 -3.695 1.079 0.07 -0.19 -0.22
C -0.111 1.365 -2.754 0.64 -0.55 -0.55
O 1.100 1.193 -2.868 -0.41 0.13 0.01
H -2.287 -0.824 0.770 0.00 -0.05 0.05
H -2.806 0.369 -0.414 -0.08 -0.03 -0.08
H 0.288 -1.564 5.271 0.27 0.01 -0.28
H -0.444 -1.308 -2.601 0.20 0.38 -0.23
H 0.206 -2.038 0.455 -0.12 -0.03 -0.21
H -0.875 0.612 -5.864 0.13 0.02 0.06
H 0.515 4.527 1.568 0.19 0.04 -0.22
N -0.635 2.122 -1.783 -0.40 0.95 0.83
C 0.977 -2.309 1.178 -0.05 -0.37 0.38
H 2.419 0.415 2.229 0.23 0.12 0.04
H 2.148 2.183 -0.362 -0.09 0.01 0.04
C -0.847 3.400 0.325 -0.08 -0.78 0.23
C 1.024 -0.878 4.850 0.03 0.13 0.14
H 0.623 3.724 -1.159 0.10 -0.02 -0.42
N 1.545 0.313 2.715 1.16 -1.10 0.03
C -1.118 0.604 -3.625 2.29 0.74 0.65
H -1.153 5.025 -0.720 0.15 0.15 -0.03
C 1.664 -4.100 -0.225 -0.06 0.12 0.27
```
Forces are in eV/Å.

Results
SMILES = CCO[C@H]1CC[C@@H]1C(=O)N[C@@H]1C[C@H](C(=O)NC2(CCOC)CC2)C[C@H]1O
Relative energy (zero: lowest compared OMol25 entry of this formula, charge and spin) = 4.519 eV
Net charge = 0

=====

Molecular formula: C19H32N4O10
Method: DFT, wB97M-V/def2-TZVPD

XYZ file:
```
65
Properties=species:S:1:pos:R:3:forces:R:3
H -0.610 0.078 0.696 0.00 -0.45 -1.77
H 3.912 0.317 -1.356 0.81 -0.54 1.46
O -2.376 -3.768 1.309 2.31 1.13 -2.72
O 1.179 5.462 -0.594 0.15 -0.70 0.02
H 4.956 1.070 -0.052 -0.97 -1.45 -0.25
H 0.778 4.547 -5.165 0.05 -0.07 0.11
H 0.128 3.908 1.980 0.37 -0.10 0.01
C 2.746 -1.476 0.714 1.00 1.51 1.54
H -1.376 -1.840 -2.608 -0.17 -2.01 0.90
H 5.097 -0.749 -0.318 -1.33 1.23 0.11
H 1.852 -1.474 1.430 0.94 -0.36 -1.69
O -3.425 -2.787 -0.460 5.81 -1.07 1.21
C 1.291 4.393 0.236 0.45 -0.52 0.11
O -3.183 -3.739 5.638 0.15 -0.39 0.65
H -2.652 -5.841 3.879 -0.13 0.09 -0.05
H -4.388 -6.015 3.597 0.08 0.14 0.00
H 3.104 -2.079 -1.423 -0.59 0.19 0.94
C 0.629 6.570 0.130 -0.19 0.64 0.01
H -0.945 -3.725 -2.830 -0.53 1.41 1.03
H -1.872 -0.577 -0.483 1.55 -0.35 0.21
O 1.800 3.346 -0.080 0.02 0.69 -0.37
H 2.123 3.751 -2.935 -0.15 -0.24 0.15
O -0.209 0.361 -1.395 -0.47 -2.41 0.18
C -3.211 -4.831 6.446 -0.01 0.08 0.93
H -3.187 -6.913 5.901 -0.22 0.08 0.32
C 1.202 3.579 -4.893 0.12 0.44 -0.38
O 1.218 1.913 -3.251 0.21 -0.48 -0.65
C 0.709 1.343 -4.375 -0.51 -0.83 -0.05
H -0.189 6.632 2.155 0.03 0.00 -0.13
H -0.142 -3.835 -0.402 -1.34 0.70 -0.04
H -1.103 5.653 1.002 0.10 0.06 0.03
H -0.673 2.601 -5.392 0.03 -0.15 -0.06
H -4.814 -6.158 5.994 0.09 -0.05 0.13
H 2.452 0.495 0.341 0.76 -0.22 0.76
H 3.526 -2.179 1.192 -1.06 1.05 -1.26
C -3.759 -4.071 4.367 -0.07 0.35 -0.77
H 2.220 3.531 -5.293 -0.09 0.04 0.05
H 1.448 7.224 0.443 -0.01 -0.07 -0.05
C 0.737 4.725 1.594 -0.46 0.13 0.08
H 0.754 -1.492 -2.897 -0.32 -0.89 -0.40
H 0.346 3.747 -2.899 0.06 -0.10 0.02
O 0.024 1.621 -0.897 0.90 1.63 0.78
N -0.083 -1.780 -0.208 2.15 -0.59 0.20
C -0.881 -2.986 -0.600 0.45 -0.18 -1.46
N 2.401 -1.866 -0.689 -2.45 -0.75 -0.20
C -0.745 -0.454 -0.316 -0.93 0.58 1.25
C -0.096 5.955 1.304 -0.46 0.19 0.41
H 1.565 4.943 2.273 0.00 -0.17 -0.03
H 0.726 2.088 -6.393 -0.32 -0.20 0.10
C -0.860 -2.783 -2.192 0.98 0.67 -0.48
C -3.770 -6.014 5.702 0.18 -0.19 -0.48
N 0.606 -2.391 -2.386 2.44 1.29 2.67
H 0.991 1.751 -1.038 -0.88 0.04 0.10
H -0.046 7.133 -0.517 0.22 -0.14 -0.13
C -3.643 -5.572 4.259 -0.04 -0.46 -0.43
C 4.345 0.126 -0.298 0.85 0.90 -0.69
O -2.869 -4.825 7.602 0.02 0.38 -0.64
N 3.257 -0.052 0.712 -0.47 -1.42 -1.15
C 1.130 -1.979 -1.050 -3.59 -0.16 -1.46
H -3.213 -3.562 3.571 -0.06 0.03 0.17
C -2.266 -3.215 0.161 -6.42 0.63 0.51
C 0.400 2.399 -5.401 0.32 0.33 -0.19
H -4.799 -3.733 4.356 0.04 -0.03 0.06
O 0.506 0.160 -4.497 0.47 0.43 0.54
C 1.227 3.338 -3.402 0.14 0.68 0.25
```
Forces are in eV/Å.

Results
Net charge = 0

=====

Molecular formula: C19H33AuNO5PSi
Method: DFT, wB97M-V/def2-TZVPD

XYZ file:
```
61
Properties=species:S:1:pos:R:3:forces:R:3
C 2.191 -1.522 0.716 0.03 0.29 -0.08
H -5.282 -2.572 -1.516 -0.08 -0.16 0.01
C -0.684 4.591 -2.959 -1.63 -0.38 -0.47
O 0.598 0.764 -0.414 1.86 2.47 -0.90
H 3.079 0.065 3.432 0.14 -0.15 0.10
P -2.964 -2.668 -0.822 -0.51 -0.44 0.00
C -1.942 3.971 -3.164 1.38 1.09 0.02
H -2.479 -3.907 1.180 0.03 -0.04 0.01
C 0.044 2.621 -1.776 -3.53 2.01 -2.07
H 1.508 0.690 3.937 -0.09 -0.06 0.14
C 2.234 1.511 2.051 -0.03 -0.16 -0.35
H 4.154 -2.344 0.296 0.00 -0.13 -0.01
C 0.301 3.903 -2.307 0.76 -1.18 0.83
C 1.621 -2.205 -0.533 -0.11 0.34 0.19
H 1.153 3.165 1.165 -0.08 0.24 -0.07
H 2.950 1.693 4.079 0.09 0.15 0.11
H -0.951 0.686 2.107 -0.02 0.24 -0.07
H 1.296 4.303 -2.175 0.03 0.08 -0.02
H -0.158 -0.633 2.936 0.11 -0.09 0.27
H 0.865 -2.617 2.036 -0.15 -0.10 0.12
C 3.594 1.957 1.505 -0.10 -0.07 -0.16
O -4.350 2.411 -3.518 -0.05 1.55 -0.57
Au -1.574 0.217 -1.321 -0.56 -2.76 0.88
H 0.545 -2.328 -0.450 -0.19 -0.02 -0.10
H 2.448 -3.365 1.843 0.13 -0.16 -0.11
N -1.217 2.086 -1.924 2.18 2.18 -0.58
H 0.419 2.561 2.653 -0.18 0.03 0.04
H -4.721 -1.038 -0.802 0.00 0.05 0.05
O -3.417 0.714 -2.473 -0.85 1.64 -1.04
H -4.247 -1.437 -2.434 0.01 0.07 -0.02
H 4.161 -1.030 1.470 0.18 0.05 0.06
C -2.156 2.720 -2.648 0.64 -0.54 0.59
C 3.707 -1.380 0.546 -0.27 0.21 0.07
C -2.466 -3.963 -1.999 -0.23 0.34 0.42
O 2.254 2.131 -1.126 -1.88 0.14 -0.68
H -4.197 -4.096 0.735 -0.09 -0.10 0.02
H 3.953 -0.680 -0.249 0.12 0.12 -0.11
H 4.330 1.161 1.525 0.12 -0.13 0.00
H 1.828 -1.607 -1.418 -0.03 0.02 -0.20
C 1.927 -2.414 1.936 -0.10 0.29 -0.13
Si 1.277 0.172 1.012 -0.21 -0.64 1.41
H -2.721 4.442 -3.739 -0.17 0.03 -0.01
C 2.450 0.950 3.461 -0.19 -0.13 -0.26
H 3.968 2.773 2.123 0.10 0.09 0.15
C -0.349 -0.206 1.959 0.71 0.09 -0.24
C -3.415 1.931 -2.906 -1.29 -2.82 0.44
H 2.069 -3.189 -0.673 0.13 -0.12 0.05
H -1.558 -4.431 -1.623 0.04 -0.05 0.04
H 1.888 3.530 2.726 0.05 0.11 0.06
C 1.362 2.766 2.154 -0.12 -0.34 -0.11
H -3.237 -4.713 -2.146 -0.09 -0.06 -0.04
H -2.236 -3.470 -2.943 -0.04 0.01 -0.02
O -1.792 -1.750 -0.605 0.29 -0.01 0.17
H -0.498 5.583 -3.340 0.02 0.07 -0.07
H -0.959 -0.913 1.408 -0.02 -0.14 -0.20
H 2.278 -1.934 2.846 -0.02 -0.04 0.22
C -3.364 -3.403 0.797 0.06 0.14 -0.63
C 1.056 1.874 -1.124 3.00 -2.94 2.59
C -4.458 -1.866 -1.456 0.54 -0.25 0.15
H -3.617 -2.578 1.463 -0.02 0.00 0.01
H 3.500 2.316 0.485 0.20 0.03 0.11
```
Forces are in eV/Å.

Results
Net charge = 0

=====

Orbital gap
In order: 9.22, 9.99, 6.83, 5.78
Unit: eV
HOMO level
In order: -8.58, -9.31, -7.27, -6.54
Unit: eV
Energy
In order: -40180.274, -33438.668, -46650.876, -52827.598
Unit: eV